11
Properties=species:S:1:pos:R:3:forces:R:3 method="wB97M-V/def2-TZVPD" multiplicity=1 e_tot_ev=-78794.1428 de_lowest_ev=8.580 homo_lumo_gap_ev="8.68 / 7.26"
C -0.530 0.254 0.853 2.140 -2.677 -2.677
C 0.780 -0.693 -0.735 -3.185 3.743 3.423
C -0.765 1.651 0.700 0.039 0.832 -0.102
N 0.859 -2.056 -0.782 0.986 -1.314 -0.269
O 0.394 -2.719 0.132 -0.232 0.035 0.082
O 1.526 -2.500 -1.716 -0.154 -0.510 -0.148
Br 0.839 0.338 -2.232 0.208 -0.010 -0.250
H -0.526 -0.345 1.742 0.219 -0.313 0.081
H -0.184 2.247 1.415 0.088 0.070 -0.136
H -0.572 1.990 -0.321 -0.056 0.074 0.113
H -1.819 1.834 0.944 -0.053 0.068 -0.118